116
Properties=species:S:1:pos:R:3:forces:R:3:mulliken_charge:R:1 method="wB97M-V/def2-TZVPD" total_charge=0 e_lumo_ev=-9.1
Tl -19.5742 2.6064 -5.8462 0.1 0.0 0.1 1.001
B -15.2184 8.9940 -4.8091 0.8 1.2 0.8 0.613
F -14.0908 8.4645 -4.1064 0.6 0.6 0.1 -0.328
F -16.0625 7.9495 -4.7456 -2.2 -1.9 0.0 -0.283
F -15.7616 10.1129 -4.1245 0.5 -0.4 -0.3 -0.361
F -14.9235 9.2826 -6.1154 0.4 0.4 -0.5 -0.353
C -22.5522 -4.2037 -2.3882 1.2 1.5 2.5 0.691
F -21.4340 -3.6530 -1.7094 -2.3 -0.9 -1.1 -0.241
F -22.0606 -4.7873 -3.4557 -0.9 -0.4 0.7 -0.159
F -23.2364 -4.9811 -1.5076 1.3 0.6 -1.9 -0.177
S -23.7489 -2.7585 -2.9303 0.8 0.0 -4.1 1.032
O -23.5410 -2.7291 -4.3845 0.4 0.5 2.4 -0.640
O -25.0885 -3.0553 -2.5275 0.4 0.2 0.8 -0.468
N -23.0992 -1.2463 -2.2707 -1.5 -2.2 -0.5 -0.371
S -23.5565 -1.2519 -0.7744 0.2 0.5 3.5 0.977
O -23.8103 -2.5586 -0.1653 -0.3 1.0 -0.8 -0.494
O -22.6037 -0.4931 0.0434 -0.6 0.0 -1.1 -0.519
C -25.1884 -0.1622 -0.6080 -1.3 -2.6 -1.3 0.692
F -24.8814 1.0020 -1.1044 -0.2 0.7 0.1 -0.204
F -26.2372 -0.7282 -1.3520 2.0 1.0 0.8 -0.226
F -25.6470 -0.1137 0.6274 0.8 0.3 -0.1 -0.181
C -12.7270 1.7217 -9.2231 -1.1 -1.5 1.4 0.585
F -11.6433 1.9721 -10.0622 -2.9 -0.1 2.5 -0.156
F -12.3838 1.3760 -7.9213 0.6 0.5 -2.5 -0.200
F -13.6697 2.6769 -9.0441 1.8 0.0 -1.1 -0.183
S -13.7670 0.2348 -9.9703 2.9 2.2 -3.2 1.002
O -14.4347 0.8399 -11.1317 -0.4 -0.5 2.0 -0.518
O -12.7179 -0.6775 -10.4616 -1.6 0.3 1.9 -0.517
N -14.8710 -0.1955 -8.7582 3.2 3.9 -2.2 -0.287
S -14.9897 -1.6977 -8.9359 -2.7 -5.0 0.0 1.153
O -16.0485 -1.9814 -8.0000 -0.1 -1.0 0.4 -0.658
O -15.1959 -2.1529 -10.3062 0.6 0.5 1.4 -0.520
C -13.4751 -2.6478 -8.2099 1.7 1.0 -1.0 0.698
F -13.7233 -3.3859 -7.1888 -1.2 -0.4 1.2 -0.199
F -13.0586 -3.4945 -9.1711 0.4 1.4 0.4 -0.204
F -12.5217 -1.7250 -7.7548 -1.2 -1.3 -1.5 -0.229
C -5.5263 -4.2142 -8.2133 0.4 -0.7 0.3 -0.689
C -6.1681 -4.6433 -9.5194 -0.8 0.3 1.3 -0.154
O -5.2275 -4.5389 -10.5285 0.6 0.6 -0.6 -0.473
O -4.3627 -5.0177 -7.9785 0.0 0.0 0.4 -0.520
H -6.1219 -4.3357 -7.3086 -0.7 0.4 -0.4 0.436
H -5.1928 -3.1798 -8.2963 -0.2 0.2 -0.1 0.276
H -6.9818 -3.9232 -9.6062 -0.4 -0.1 -0.7 0.227
H -6.5336 -5.6702 -9.5310 -0.3 0.0 0.5 0.243
H -4.4228 -4.3767 -10.0307 0.6 -0.1 -0.6 0.325
H -4.5761 -5.4069 -7.1273 0.7 -0.4 -0.1 0.328
C -17.1395 -10.8227 -15.1134 2.2 0.0 0.4 -0.484
C -16.0098 -10.1349 -14.2501 -1.1 0.1 0.9 -0.314
O -15.2359 -10.9571 -13.3265 -0.6 -0.4 -1.3 -0.515
O -16.5291 -11.6569 -16.1441 -1.1 0.7 1.1 -0.504
H -17.7305 -10.0216 -15.5575 0.4 0.0 -0.4 0.317
H -17.8540 -11.3446 -14.4769 0.2 -0.5 0.1 0.300
H -16.5411 -9.4775 -13.5619 -0.3 0.6 -0.3 0.290
H -15.3669 -9.5257 -14.8854 0.1 -0.2 -0.2 0.289
H -14.5296 -10.3979 -12.9949 0.0 0.0 0.0 0.309
H -16.2372 -12.4225 -15.6438 0.3 -0.3 -0.2 0.312
C -12.8247 -2.8476 -16.9165 0.5 -1.5 0.6 -0.330
C -12.8825 -1.5536 -17.7391 -0.9 -0.6 1.1 -0.239
O -14.1039 -0.9240 -17.3778 -0.5 0.6 -0.1 -0.531
O -12.4730 -3.9896 -17.7172 0.1 0.4 -0.4 -0.539
H -13.7436 -3.1318 -16.4038 -0.7 0.7 -0.6 0.286
H -12.1896 -2.7608 -16.0349 0.8 0.2 -0.2 0.285
H -12.9433 -1.8072 -18.7974 0.4 0.1 0.0 0.237
H -12.0640 -0.8903 -17.4590 0.3 -0.2 -0.5 0.256
H -13.9373 -0.1387 -16.8513 0.0 0.0 -0.1 0.296
H -11.8123 -4.5569 -17.3132 0.0 0.3 0.2 0.300
C -8.8183 9.8787 -8.3782 -0.2 -1.1 -0.7 -0.330
C -8.0898 11.1073 -7.9242 0.2 0.1 -0.1 -0.521
O -7.2993 11.5249 -8.9989 1.1 0.6 -0.8 -0.481
O -9.5992 10.0393 -9.6034 0.6 0.4 1.8 -0.455
H -9.3730 9.4380 -7.5497 -0.7 0.2 -0.1 0.295
H -8.0994 9.1047 -8.6466 0.3 0.1 0.1 0.236
H -7.3778 10.8940 -7.1269 -0.6 -0.4 0.6 0.395
H -8.7014 11.9638 -7.6404 -0.6 -0.3 0.3 0.288
H -6.5164 11.8800 -8.5716 0.2 0.3 -0.6 0.313
H -9.7036 10.9925 -9.6505 -0.4 0.2 -0.5 0.323
C -7.5513 6.9290 -16.2579 2.6 1.6 0.9 -0.425
C -7.0441 8.4338 -16.3541 -2.0 -0.1 -0.7 -0.308
O -7.3037 9.1226 -17.5927 1.2 -0.6 -0.6 -0.523
O -6.6353 6.0935 -17.0068 -1.8 0.4 0.0 -0.472
H -8.6324 6.8439 -16.3678 0.1 -0.4 -0.7 0.382
H -7.3040 6.6640 -15.2299 -0.4 0.0 0.2 0.247
H -5.9736 8.4523 -16.1495 -0.1 0.1 -0.3 0.273
H -7.5952 9.0923 -15.6826 0.2 -0.6 1.1 0.300
H -8.2084 9.0688 -17.9092 -0.2 -0.3 0.5 0.296
H -7.0550 5.9767 -17.8623 0.3 -0.1 -0.3 0.294
C -14.7064 0.2228 -1.6399 -0.7 1.3 0.0 -0.471
C -14.3507 1.6178 -1.0521 -0.7 -0.2 -0.9 -0.248
O -15.0787 2.5808 -1.8221 0.3 -0.1 0.0 -0.472
O -16.1531 0.1273 -1.6463 1.1 -0.5 0.0 -0.481
H -14.1874 -0.5718 -1.1039 -0.3 -0.1 0.2 0.317
H -14.4106 0.1866 -2.6883 0.0 0.1 0.1 0.239
H -13.2875 1.8475 -1.1212 0.1 -0.3 0.3 0.350
H -14.7359 1.6980 -0.0356 0.3 -0.3 0.3 0.221
H -14.5597 3.3882 -1.8028 -0.1 0.2 -0.1 0.319
H -16.4278 -0.2085 -0.7899 -0.1 0.0 0.1 0.310
C -20.0626 3.9622 -19.7675 0.2 -2.3 0.8 -0.266
C -19.9923 4.3649 -18.2491 -0.2 0.4 -0.1 -0.329
O -19.4348 5.6383 -18.0879 0.9 0.9 -0.3 -0.523
O -20.4250 4.9911 -20.5625 -0.6 4.0 -1.3 -0.529
H -20.8539 3.2762 -20.0697 0.2 -1.3 1.4 0.263
H -19.1218 3.5602 -20.1438 0.3 -0.2 0.6 0.285
H -19.3518 3.7622 -17.6052 -0.1 -0.7 -0.6 0.267
H -20.9395 4.4443 -17.7157 -0.6 -0.7 -0.6 0.233
H -19.8694 6.2327 -18.7040 -0.1 0.1 -0.2 0.300
H -19.9953 4.9876 -21.4210 0.1 -0.1 0.3 0.299
C -22.2604 -6.1912 -12.1439 -1.7 0.4 3.4 -0.552
C -23.1989 -7.0440 -12.9620 1.4 0.0 -3.3 -0.244
O -23.5145 -8.2302 -12.3113 -0.9 -0.2 2.2 -0.530
O -21.8329 -4.8803 -12.5232 0.8 -1.7 -1.2 -0.498
H -21.5350 -6.8069 -11.6122 0.8 0.0 -0.8 0.377
H -22.8297 -5.8901 -11.2645 -0.7 -0.5 0.3 0.279
H -22.7334 -7.4586 -13.8561 0.8 0.8 -0.6 0.248
H -23.9535 -6.3992 -13.4124 -1.0 -0.2 0.7 0.288
H -23.9498 -8.8845 -12.8627 0.1 0.4 -0.3 0.318
H -20.9612 -5.1167 -12.8486 0.4 1.0 -0.5 0.313